ORCA calculation (ωB97M-V/def2-TZVPD) on a structure of composition C27H35N3PRh.

```
67
Properties=species:S:1:pos:R:3:forces:R:3
Rh -0.484044 0.218818 0.083258 0.02 0.53 -0.20
C 0.242190 2.496743 1.987576 0.00 -0.03 0.05
C -0.238983 1.255012 2.726766 -0.01 0.02 -0.06
N 0.112933 0.001404 2.000996 0.03 -0.08 0.08
C 1.555950 -0.386766 2.053550 -0.03 0.00 -0.07
C 2.372638 0.338877 0.992206 -0.01 0.00 0.00
N 1.637660 0.370509 -0.298926 -0.05 0.07 0.07
C 1.798801 1.627797 -1.063794 -0.01 0.00 0.00
C 1.174514 2.809862 -0.311617 0.04 -0.06 -0.02
N 0.010754 2.393115 0.519130 -0.05 -0.07 0.12
H 1.300418 2.665551 2.172439 0.00 0.00 0.00
H -0.277431 3.363519 2.397915 0.00 0.00 0.00
H -1.324507 1.264573 2.801703 0.02 0.00 -0.01
H 0.175913 1.227847 3.737241 0.00 0.01 0.01
H -0.416121 -0.754166 2.428879 -0.01 0.01 0.01
H 1.596398 -1.461110 1.883062 -0.01 0.00 0.00
H 1.956689 -0.194717 3.050707 0.01 0.01 0.00
H 3.339176 -0.154106 0.882574 0.00 0.00 -0.02
H 2.582751 1.361914 1.291056 0.01 0.00 0.00
H 1.945234 -0.401394 -0.882355 -0.03 -0.02 0.01
H 1.286671 1.473924 -2.015977 0.00 0.01 0.00
H 2.850264 1.837849 -1.276450 0.00 0.00 -0.01
H 0.854095 3.551508 -1.042174 -0.01 -0.01 -0.01
H 1.912990 3.303260 0.320538 -0.01 0.01 0.00
H -0.770250 2.987660 0.282330 -0.05 0.02 -0.01
C -3.742798 -0.287628 2.797788 -0.01 0.00 0.00
C -4.639181 0.349018 1.767585 0.02 -0.01 0.02
C -5.920043 0.748744 2.134451 -0.01 0.03 0.00
C -6.793288 1.308612 1.214980 0.01 0.00 0.01
C -6.409153 1.466794 -0.109899 0.00 0.00 0.00
C -5.139782 1.079796 -0.498264 -0.04 -0.02 0.01
C -4.248946 0.543846 0.436546 -0.01 -0.03 -0.08
P -2.687108 -0.103136 -0.164517 -0.14 -0.22 0.07
C -2.183767 0.657132 -1.746332 0.06 -0.08 0.11
C -1.684351 -0.206195 -2.737908 -0.01 -0.03 -0.06
C -1.102704 0.281601 -3.896492 -0.01 -0.01 0.02
C -1.018808 1.651840 -4.081797 -0.01 0.02 0.01
C -1.528259 2.521610 -3.123322 -0.01 0.01 -0.03
C -2.118702 2.060911 -1.954981 -0.03 0.02 0.01
C -2.746775 3.069518 -1.028750 0.09 0.02 0.03
C -2.879604 -1.884193 -0.305767 0.16 -0.05 0.18
C -4.102141 -2.546702 -0.316529 -0.07 0.03 -0.03
C -4.119211 -3.928149 -0.206186 -0.06 0.02 -0.02
C -2.928305 -4.627414 -0.059602 0.02 -0.04 -0.01
C -1.706347 -3.967411 -0.057111 0.02 0.05 -0.09
C -1.669694 -2.586089 -0.195555 -0.37 0.29 0.09
C -0.417389 -1.781567 -0.298335 0.31 -0.03 -0.69
H -4.334351 -0.848932 3.519320 0.00 -0.01 -0.01
H -3.194304 0.468551 3.364108 -0.01 0.00 0.00
H -3.031550 -0.988667 2.353107 0.01 0.01 0.00
H -6.242046 0.604052 3.158232 0.00 0.00 0.00
H -7.784594 1.605649 1.529891 0.00 0.00 0.00
H -7.097681 1.876060 -0.836351 0.00 0.00 0.00
H -4.845275 1.176774 -1.536270 -0.01 -0.02 0.00
H -1.802922 -1.274908 -2.609807 0.01 0.00 0.00
H -0.738711 -0.402585 -4.650525 -0.01 0.00 0.00
H -0.578298 2.051985 -4.985736 0.01 0.00 0.00
H -1.491170 3.589487 -3.303890 0.00 0.00 0.01
H -2.208341 4.018434 -1.069692 0.01 -0.01 0.02
H -2.822343 2.726948 0.003642 0.04 0.01 0.01
H -3.769972 3.282038 -1.342228 0.01 0.01 -0.02
H -5.028084 -1.988726 -0.388569 -0.01 -0.02 0.01
H -5.060224 -4.460580 -0.214719 0.00 0.01 0.01
H -2.953735 -5.702859 0.056082 0.01 0.00 -0.01
H -0.786728 -4.531053 0.041422 0.01 0.01 0.00
H -0.175597 -1.678825 -1.376436 0.21 -0.40 0.39
H 0.430674 -2.277856 0.180081 -0.05 0.04 0.08
```
Forces are in eV/Å.

## Properties
E_HOMO: -14.3 eV
electronic energy: -1665.5430 hartree
2S+1: 1
LUMO level: -6.489 eV
Kohn-Sham gap: 7.83 eV
charge: +2

***

ORCA calculation (ωB97M-V/def2-TZVPD) on a cluster of 7 separate species, C6H27NO7 in total in a non-equilibrium geometry.

```
41
Properties=species:S:1:pos:R:3:forces:R:3
C 2.858527 -1.023400 0.141203 0.82 -0.03 1.85
C 1.466476 -0.702710 -0.281992 -0.40 1.72 -3.54
N 1.223064 0.819746 -0.485040 1.18 -1.50 -1.10
C 2.020144 1.347333 -1.683624 1.78 -0.46 2.31
C -1.008472 -0.088788 -1.155598 -1.58 -1.41 -2.83
C -0.236490 1.068048 -0.643680 1.75 2.52 -1.52
C -0.747538 1.715639 0.599057 0.75 0.14 1.45
O -2.025728 2.134372 0.269579 -1.64 -0.52 1.71
H 3.754919 -0.657148 -0.423604 -1.19 -0.78 -0.22
H 2.913389 -2.063093 0.527072 0.31 0.28 -0.98
H 2.990274 -0.499800 1.073110 0.24 0.50 0.66
H 0.673655 -0.956634 0.421171 0.40 -0.55 0.16
H 1.281247 -1.221386 -1.325837 0.20 0.65 2.03
H 1.498064 2.080744 -2.253648 -0.83 0.13 -0.44
H 2.957039 1.931093 -1.355138 -1.22 -1.03 -0.06
H 2.399374 0.505872 -2.281453 -0.33 0.25 -0.21
H -1.642336 -0.692385 -0.518059 1.19 -0.69 1.27
H -0.355274 -0.693242 -1.907386 -1.62 0.94 1.40
H -1.945728 0.173281 -1.702198 1.10 0.88 -0.44
H -0.287122 1.914545 -1.444060 -0.21 -1.50 1.35
H -0.806625 0.927223 1.448949 0.35 1.25 -0.99
H -0.120989 2.634510 0.946717 -0.68 -1.72 -0.60
H -2.554842 1.520819 0.843194 -0.52 1.18 -1.41
H 0.171436 -1.288841 3.981859 -0.02 -0.11 0.87
H 0.349205 0.118977 3.238829 0.30 -0.69 0.20
O 0.152417 -0.846087 3.146871 0.08 0.73 -0.82
H 2.297929 0.565165 2.613197 -0.79 1.18 0.64
H 1.358794 1.229167 1.756233 -0.88 0.53 -2.68
O 1.609809 1.287942 2.648579 1.93 -1.29 1.91
H 0.128536 1.727784 -4.265832 -0.20 -0.06 0.05
H -1.369275 1.378426 -4.454373 1.11 0.07 1.06
O -0.641114 1.407307 -3.775753 -0.86 0.03 -1.33
H -1.566223 -2.322863 1.348687 -0.11 -0.90 -0.67
H -1.185411 -1.172842 2.241497 -0.26 -0.24 0.30
O -1.964459 -1.625772 1.845454 0.14 0.53 0.65
H -1.079408 -3.289915 -1.500820 -0.01 0.09 0.12
H -0.489508 -2.849675 -0.144540 -0.55 -0.64 -0.81
O -1.150754 -3.456341 -0.553692 0.74 0.53 0.59
H -3.047379 -0.410104 1.426268 0.96 -0.05 0.77
H -4.138088 -0.742339 0.618581 0.23 2.53 0.48
O -3.741554 0.115376 1.020222 -1.66 -2.49 -1.18
```
Forces are in eV/Å.

## Properties
E_HOMO: -8.8 eV
electronic energy: -826.1299 hartree
SMILES: CCN(C)[C@@H](C)CO.O.O.O.O.O.O
2S+1: 1
LUMO level: 0.359 eV
Kohn-Sham gap: 9.16 eV
charge: 0

***

ORCA calculation (ωB97M-V/def2-TZVPD) on a cluster of 2 separate species, C9H11N2O in total in a non-equilibrium geometry.

```
23
Properties=species:S:1:pos:R:3:forces:R:3
C -4.420736 -1.412360 0.618108 -0.06 1.62 1.52
C -4.346283 -1.842192 -0.471309 0.15 -1.40 -1.39
C -0.183966 2.952036 0.080737 0.20 -2.24 -0.36
C -1.400453 2.318960 0.004596 1.31 0.76 0.01
C 0.950946 0.796392 -0.081356 -1.25 -1.48 -0.66
C 1.926354 -1.521544 -0.016169 -0.55 0.62 -1.27
C 0.999802 2.168981 0.032369 -1.03 -0.81 0.26
C -1.431344 0.931804 -0.187157 -3.52 -2.03 -0.32
C 3.339489 -2.018447 0.108012 -1.18 -0.49 -2.65
N -0.282370 0.223946 -0.326087 1.95 1.84 0.10
N 1.977272 -0.090605 -0.074642 0.17 1.19 1.03
O 0.866189 -2.078908 -0.149632 1.01 -0.65 0.29
H -4.531116 -0.743984 1.401214 -0.13 0.45 1.32
H -0.015582 3.950011 0.132556 -0.18 2.86 0.28
H -2.235507 2.972968 0.089912 -1.02 -0.25 -0.05
H -4.344076 -2.533222 -1.237849 0.09 -0.62 -1.45
H 1.921672 2.583067 0.155278 2.42 1.35 0.29
H -2.367978 0.251338 -0.304581 1.60 1.73 0.38
H 3.977975 -1.159880 0.059520 0.79 -0.08 0.10
H 3.569303 -2.736128 -0.737730 -0.27 0.75 1.12
H 3.337289 -2.491818 1.024353 0.71 -1.31 2.01
H -0.177970 -0.733732 -0.412485 -1.00 -2.54 -0.20
H 2.871099 0.213312 0.292352 -0.22 0.73 -0.38
```
Forces are in eV/Å.

## Properties
<S²>: 2.007
E_HOMO (alpha / beta): -10.1 / -13.5 eV
electronic energy: -533.8441 hartree
2S+1: 3
LUMO level (alpha / beta): -3.784 / -7.743 eV
Kohn-Sham gap (alpha / beta): 6.36 / 5.78 eV
charge: +1

***

> The highest 2S+1 belongs to which entry?

C9H11N2O

***

> What is the formula in the third record?

C9H11N2O